No. 1
{
  "formula": "C13H30Br3FN3O7P2",
  "method": "ωB97M-V/def2-TZVPD",
  "symbols": ["C", "C", "O", "C", "C", "O", "C", "C", "C", "C", "N", "C", "P", "N", "O", "O", "C", "N", "C", "C", "F", "P", "O", "O", "O", "H", "H", "H", "H", "H", "H", "H", "H", "H", "H", "H", "H", "H", "H", "H", "H", "H", "H", "H", "H", "H", "H", "H", "H", "H", "H", "H", "H", "H", "C", "Br", "Br", "Br", "H"],
  "coordinates": [[-0.6837, 2.9623, 3.1371], [0.2897, 3.5500, 2.1158], [0.8226, 2.5288, 1.2629], [0.0800, 2.2989, 0.1117], [0.0031, 0.7739, -0.2008], [0.2485, 0.0324, 0.9350], [1.1421, 0.3484, -1.1571], [2.5340, 0.4059, -0.4808], [3.0829, -0.8694, 0.1664], [4.0957, -0.4762, 1.2505], [4.5773, -1.6211, 2.0211], [0.6580, -1.0475, -1.5656], [1.4235, -1.8584, -3.0122], [0.4600, -2.6073, -3.9714], [2.5477, -2.8446, -2.4746], [2.2770, -0.6943, -3.6881], [-0.8756, -0.9177, -1.6632], [-1.2507, 0.3952, -0.9700], [-2.5860, 0.2257, -0.2627], [-2.5080, -0.1222, 1.2106], [-3.7942, -0.3289, 1.6310], [-1.6966, 1.4137, -2.4226], [-2.9206, 0.8662, -2.9942], [-1.8702, 2.9049, -1.9414], [-0.4463, 1.3628, -3.3607], [-1.7095, 3.0398, 2.7814], [-0.4181, 1.9298, 3.3480], [-0.6192, 3.5109, 4.0716], [-0.1661, 4.3456, 1.5313], [1.1448, 3.9645, 2.6389], [0.4575, 2.8362, -0.7615], [-0.9410, 2.6749, 0.2616], [-0.2321, 0.3698, 1.6967], [1.2520, 1.0077, -2.0074], [2.5654, 1.2187, 0.2404], [3.2251, 0.6773, -1.2769], [3.6356, -1.4363, -0.5771], [2.3255, -1.4605, 0.6710], [3.5681, 0.1933, 1.9353], [4.9219, 0.0780, 0.8116], [4.0629, -2.4611, 1.8083], [5.5598, -1.7819, 1.8698], [0.7910, -1.7647, -0.7608], [-0.5037, -2.5894, -3.6655], [2.1886, -3.7360, -2.5302], [3.1578, -1.0371, -3.8900], [-1.3313, -1.7826, -1.1935], [-1.2314, -0.9455, -2.6901], [-3.1312, -0.5583, -0.7738], [-3.1933, 1.1190, -0.3782], [-2.0243, 0.6342, 1.8265], [-1.9536, -1.0506, 1.3565], [-2.8028, 3.0323, -1.7250], [-0.3298, 2.2238, -3.7909], [-4.7866, -3.6621, 3.0800], [-5.7192, -4.0164, 4.7185], [-2.9192, -4.1285, 3.2153], [-5.6172, -4.5281, 1.5781], [-4.8362, -2.5982, 2.9032]],
  "forces_ev_per_angstrom": [[0.0, 0.4, -0.4], [0.2, -0.3, 0.5], [0.2, 0.0, -0.2], [-1.3, 0.0, 0.2], [2.7, 1.5, 0.2], [-1.1, -0.8, -0.3], [0.5, -0.6, 0.7], [-0.1, -0.4, -0.3], [0.7, 0.8, 0.3], [-0.6, -0.3, 0.3], [0.2, 0.3, -0.1], [-0.4, 0.0, -0.1], [-1.3, -0.2, -1.1], [0.0, 0.4, 0.8], [0.5, 0.4, 0.3], [0.5, -0.3, 0.4], [0.9, -1.0, -0.4], [-0.7, -0.6, -1.1], [-0.2, 0.3, 0.4], [0.7, -0.8, 0.0], [-0.2, 0.2, 0.0], [-1.5, -0.2, -1.2], [0.2, -0.2, 0.6], [0.6, -0.3, 0.3], [0.0, 0.5, 0.6], [-0.2, -0.2, 0.1], [0.0, -0.1, 0.1], [-0.1, 0.1, 0.1], [0.0, 0.1, -0.1], [0.2, 0.0, -0.1], [0.3, 0.0, 0.0], [0.0, 0.0, 0.0], [0.3, 0.3, 0.2], [-0.5, 0.0, -0.1], [-0.2, 0.1, 0.1], [0.1, 0.1, 0.0], [-0.3, -0.5, -0.1], [-0.2, -0.2, -0.2], [0.1, 0.2, 0.0], [0.1, 0.1, 0.0], [0.0, -0.1, 0.0], [0.1, -0.2, 0.0], [0.5, 0.2, 0.2], [-0.1, -0.2, -0.4], [0.1, -0.3, -0.1], [0.2, 0.3, -0.2], [-0.3, 0.3, 0.4], [-0.2, 0.4, 0.0], [0.0, -0.1, -0.2], [0.1, 0.2, 0.0], [-0.4, 0.4, 0.1], [-0.1, -0.1, 0.0], [-0.3, 0.4, -0.1], [0.3, 0.0, -0.3], [-0.1, 0.0, 0.0], [0.0, 0.0, 0.0], [0.0, 0.1, 0.0], [0.0, 0.0, 0.0], [0.0, 0.0, 0.0]],
  "nbo_charge": [-0.649, -0.066, -0.536, -0.122, 0.503, -0.699, -0.242, -0.405, -0.426, -0.200, -0.837, -0.646, 2.229, -1.308, -0.989, -0.983, -0.236, -0.568, -0.251, 0.039, -0.335, 2.493, -1.048, -0.974, -0.963, 0.203, 0.205, 0.245, 0.178, 0.209, 0.193, 0.176, 0.491, 0.252, 0.235, 0.218, 0.214, 0.199, 0.168, 0.188, 0.354, 0.367, 0.271, 0.369, 0.529, 0.523, 0.245, 0.260, 0.263, 0.223, 0.160, 0.192, 0.539, 0.546, -0.506, 0.117, 0.070, 0.099, 0.223],
  "lumo_energy_ev": -2.97,
  "multiplicity": 1,
  "charge": 1
}

No. 2
{
  "formula": "C5H10N2O",
  "method": "ωB97M-V/def2-TZVPD",
  "symbols": ["C", "C", "C", "C", "O", "H", "H", "H", "H", "H", "H", "C", "N", "H", "N", "H", "H", "H"],
  "coordinates": [[0.2215, 0.8372, 2.2250], [0.9265, 0.8187, 1.0994], [1.1097, -0.4259, 0.3115], [2.1009, -0.3297, -0.8149], [0.4759, -1.4391, 0.5413], [0.1076, 1.7315, 2.8184], [-0.2816, -0.0560, 2.5693], [1.4137, 1.7085, 0.7235], [1.7145, 0.3839, -1.5448], [2.2375, -1.3015, -1.2830], [3.0603, 0.0318, -0.4413], [-1.3991, 0.0325, -1.9237], [-0.8487, 1.0369, -1.6358], [-1.8091, -0.7406, -2.5466], [-2.2809, -0.5921, -0.2282], [-3.2090, -0.9296, 0.0117], [-1.5774, -1.2194, 0.1558], [-1.9625, 0.4530, -0.0374]],
  "forces_ev_per_angstrom": [[0.0, 0.0, -0.2], [-0.1, 0.1, 0.4], [-0.1, -0.1, -0.3], [0.0, -0.3, 0.1], [0.2, 0.1, 0.0], [0.0, 0.1, 0.0], [0.1, -0.1, 0.0], [0.0, 0.0, 0.0], [0.0, 0.0, 0.0], [0.0, 0.0, 0.0], [0.0, 0.1, 0.0], [1.3, 2.2, -0.9], [-0.6, -1.7, -1.0], [0.2, 0.1, 0.0], [0.6, 1.7, 1.0], [0.1, 0.6, 0.3], [-0.1, 0.2, 0.2], [-1.6, -3.1, 0.3]],
  "nbo_charge": [-0.294, -0.317, 0.579, -0.723, -0.590, 0.201, 0.209, 0.215, 0.260, 0.231, 0.228, 0.139, -0.511, 0.216, -1.061, 0.381, 0.406, 0.431],
  "lumo_energy_ev": 0.40,
  "de_lowest_ev": 2.926,
  "multiplicity": 1,
  "charge": 0
}

No. 3
{
  "formula": "C5H5N5",
  "method": "ωB97M-V/def2-TZVPD",
  "symbols": ["C", "C", "C", "C", "C", "H", "H", "H", "H", "H", "N", "N", "N", "N", "N"],
  "coordinates": [[1.3256, -1.5645, 0.2236], [-0.5243, -0.0539, 0.8901], [-1.4503, -0.6662, -0.1956], [-0.3537, 1.3388, 0.5644], [0.0953, 1.8103, -0.6755], [1.2974, -2.2260, -1.5747], [0.1816, -0.6757, -1.3731], [2.3766, -1.8458, 0.4396], [-1.2013, -0.1821, 1.7285], [-0.6435, 3.2037, 0.9948], [0.8551, -1.7185, -0.9062], [0.7095, -0.8736, 1.2143], [-2.2345, -0.9601, -0.9471], [-0.7289, 2.2269, 1.4612], [0.2952, 2.1869, -1.8441]],
  "forces_ev_per_angstrom": [[0.9, 3.6, 8.3], [-0.3, -5.2, -0.7], [2.5, 1.8, 3.0], [-0.9, 3.6, 3.4], [1.7, 2.5, -10.0], [1.5, -1.5, -2.4], [2.6, -4.7, 1.5], [-0.9, -0.7, 0.3], [0.3, 0.6, 0.5], [0.0, -1.8, 1.2], [-5.8, 4.8, -6.5], [1.1, 0.2, -1.8], [-2.2, -1.0, -2.2], [0.6, 0.3, -2.7], [-1.2, -2.6, 8.2]],
  "nbo_charge": [0.281, -0.208, 0.228, 0.115, 0.201, 0.395, 0.433, 0.204, 0.282, 0.349, -0.756, -0.528, -0.307, -0.450, -0.238],
  "lumo_energy_ev": -1.05,
  "de_lowest_ev": 6.185,
  "multiplicity": 1,
  "charge": 0
}

No. 4
{
  "formula": "C7H23LiN6O5",
  "method": "ωB97M-V/def2-TZVPD",
  "symbols": ["Li", "C", "O", "H", "H", "H", "C", "O", "N", "N", "H", "H", "H", "H", "C", "O", "N", "N", "H", "H", "H", "H", "C", "O", "N", "N", "H", "H", "H", "H", "C", "C", "C", "O", "H", "H", "H", "H", "H", "H", "H", "H"],
  "coordinates": [[-1.1566, -0.7322, -0.8363], [-0.3589, -1.7037, 1.9440], [-0.1877, -1.3051, 0.6085], [-1.3695, -1.9531, 2.2606], [0.3994, -2.4884, 2.2172], [-0.0587, -0.8441, 2.5859], [-2.3948, 1.6824, -1.4394], [-2.3264, 0.4876, -1.1165], [-2.7574, 1.9801, -2.7327], [-2.3045, 2.6789, -0.5668], [-2.6392, 2.9273, -3.0075], [-2.4711, 1.2844, -3.4064], [-2.2148, 2.3908, 0.4470], [-1.8826, 3.5691, -0.8520], [1.5198, -0.5431, -2.1372], [0.2826, -0.5175, -2.2096], [2.1942, -0.5721, -0.9371], [2.2748, -0.3498, -3.2630], [1.6713, -1.1192, -0.2723], [3.2529, -0.6443, -0.9842], [1.7433, -0.0380, -4.0193], [3.2660, -0.2504, -3.1786], [0.3843, -4.6534, -0.9815], [0.4913, -5.7290, -1.5590], [-0.8417, -4.1606, -0.6042], [1.3338, -3.7249, -0.6226], [-0.9076, -3.4528, 0.1144], [-1.6291, -4.7670, -0.6487], [0.9919, -2.8123, -0.2199], [2.2727, -3.7479, -0.9667], [1.4023, 2.9594, 1.8893], [0.2922, 1.9864, 2.1721], [-0.8322, 2.7481, 2.8192], [-0.2600, 1.2505, 1.0689], [2.3617, 2.5132, 1.6966], [1.5620, 3.4597, 2.8059], [1.1988, 3.6178, 1.0237], [0.7059, 1.3914, 2.9838], [-1.3152, 3.3482, 2.1013], [-0.3029, 3.3490, 3.5420], [-1.5277, 2.1301, 3.4138], [0.1373, 0.3544, 0.8675]],
  "forces_ev_per_angstrom": [[1.0, -0.6, 0.2], [1.9, 1.0, 0.2], [0.1, -0.8, -0.2], [-0.2, -0.4, -0.2], [-0.9, 0.1, -0.1], [-0.3, -0.4, 0.1], [-0.8, -1.9, -0.8], [-0.7, 1.0, -0.1], [0.6, -0.1, 0.3], [0.4, 1.1, 2.1], [0.0, 0.6, -0.4], [-0.1, 0.1, 0.1], [0.4, 0.4, -2.0], [-0.5, -0.7, 0.3], [-0.2, 1.3, 0.1], [0.6, -0.5, 0.1], [1.8, -0.3, -1.3], [0.1, -0.8, 1.9], [-0.1, 0.2, 0.9], [-2.2, -0.1, 0.3], [-0.3, 0.5, -1.4], [0.1, 0.2, -0.4], [-0.7, 0.1, 0.0], [0.7, 0.9, 0.3], [-0.7, 0.3, 0.3], [0.1, 0.9, 0.5], [0.2, 0.1, -0.2], [-0.2, -0.6, -0.1], [0.2, -1.4, -0.6], [0.1, -0.4, -0.2], [0.2, -0.1, -1.8], [-0.5, -0.9, -0.2], [0.5, -0.9, 1.4], [0.9, 0.6, 0.5], [0.3, -0.7, -0.4], [0.1, 1.2, 0.8], [-0.1, 0.0, 0.6], [-0.1, -1.0, -0.1], [-0.8, 0.9, -0.7], [-0.4, 0.7, 0.4], [0.1, 0.1, -0.7], [-0.4, 0.3, 0.4]],
  "nbo_charge": [0.912, -0.249, -1.060, 0.154, 0.147, 0.142, 0.801, -0.764, -0.812, -0.825, 0.375, 0.405, 0.446, 0.397, 0.797, -0.733, -0.845, -0.828, 0.432, 0.382, 0.406, 0.390, 0.779, -0.658, -0.862, -0.882, 0.399, 0.389, 0.416, 0.391, -0.622, 0.098, -0.609, -0.795, 0.207, 0.203, 0.199, 0.154, 0.184, 0.202, 0.215, 0.521],
  "lumo_energy_ev": 0.19,
  "multiplicity": 1,
  "charge": 0
}

No. 5
{
  "formula": "C11H34FO11",
  "method": "ωB97M-V/def2-TZVPD",
  "symbols": ["F", "C", "O", "H", "H", "H", "H", "C", "C", "O", "O", "H", "H", "H", "H", "H", "H", "C", "C", "O", "O", "H", "H", "H", "H", "H", "H", "C", "C", "O", "O", "H", "H", "H", "H", "H", "H", "C", "C", "O", "O", "H", "H", "H", "H", "H", "H", "C", "C", "O", "O", "H", "H", "H", "H", "H", "H"],
  "coordinates": [[18.8441, -31.6079, 7.2989], [17.4387, -27.9950, 5.0539], [17.4821, -28.4988, 6.3743], [17.6685, -26.9249, 5.0554], [18.1347, -28.4925, 4.3768], [16.4203, -28.1153, 4.6620], [18.0160, -29.2993, 6.4126], [18.5226, -31.2925, 4.0620], [18.2679, -32.7766, 3.8950], [17.8441, -33.3848, 5.0920], [19.7216, -31.0536, 4.7817], [17.6473, -30.8785, 4.5886], [18.6231, -30.7839, 3.1007], [19.2031, -33.2541, 3.5519], [17.5387, -32.9923, 3.1083], [18.4699, -33.1212, 5.7856], [19.5556, -31.1833, 5.7335], [22.3157, -33.0053, 9.0991], [22.6064, -33.0548, 7.6085], [21.4176, -32.9890, 6.8123], [21.6643, -34.1677, 9.5727], [21.6756, -32.1246, 9.2686], [23.2490, -32.8243, 9.6437], [23.1130, -33.9744, 7.3151], [23.2786, -32.2186, 7.3409], [20.9174, -32.1998, 7.0644], [20.8132, -34.1545, 9.0967], [18.0396, -34.7370, 8.1914], [18.8442, -35.6765, 7.3323], [19.8973, -36.3242, 8.0404], [18.8337, -33.8062, 8.8584], [17.4479, -35.2830, 8.9323], [17.3324, -34.2303, 7.5190], [19.3436, -35.0981, 6.5534], [18.1905, -36.4136, 6.8456], [19.5147, -36.8728, 8.7330], [18.8551, -32.9873, 8.3326], [20.3013, -29.0085, 9.0214], [19.5925, -29.8423, 10.0610], [18.3021, -30.2515, 9.6623], [20.7850, -29.7834, 7.9230], [21.1534, -28.4724, 9.4583], [19.6176, -28.2239, 8.6560], [19.4837, -29.2382, 10.9717], [20.2260, -30.6942, 10.3508], [18.4020, -30.8251, 8.8746], [20.0939, -30.4552, 7.7411], [15.4438, -32.0620, 8.9829], [15.4709, -30.9162, 7.9850], [16.1060, -31.3114, 6.7869], [14.6815, -33.1571, 8.5038], [15.0494, -31.7412, 9.9479], [16.4793, -32.3853, 9.1626], [15.9550, -30.0400, 8.4447], [14.4544, -30.6017, 7.7346], [17.0709, -31.3890, 6.9525], [15.0428, -33.3201, 7.6194]],
  "forces_ev_per_angstrom": [[0.0, 0.1, 0.1], [-0.3, 0.0, 0.0], [0.2, 0.2, 0.1], [0.0, -0.1, 0.1], [0.0, 0.0, 0.1], [0.1, 0.0, -0.1], [0.0, 0.0, -0.1], [-0.2, 0.0, 0.4], [0.8, -0.3, -0.6], [0.0, -0.1, 0.2], [-0.1, 0.2, -0.1], [0.1, 0.1, -0.1], [0.0, -0.1, -0.1], [0.0, 0.2, 0.1], [-0.3, 0.2, 0.3], [-0.1, 0.0, -0.1], [-0.2, -0.1, -0.2], [-0.2, 0.1, -0.2], [-0.1, 0.5, -0.4], [0.3, -0.2, 0.3], [0.2, 0.4, -0.3], [0.1, 0.0, 0.0], [-0.1, -0.3, 0.1], [-0.1, -0.1, 0.2], [-0.2, -0.1, 0.1], [0.1, -0.2, 0.0], [-0.1, -0.5, 0.3], [-0.7, -0.1, -0.4], [0.5, -0.2, -0.2], [-0.1, -0.1, 0.0], [0.4, 0.4, 0.5], [0.0, -0.1, 0.1], [-0.1, -0.1, 0.1], [0.0, -0.1, 0.0], [-0.1, 0.1, 0.0], [0.0, 0.1, 0.0], [0.1, 0.1, -0.2], [0.1, 0.4, -0.5], [0.2, 0.2, 0.5], [0.1, -0.2, -0.2], [-0.3, -0.1, 0.4], [0.0, -0.3, 0.0], [0.0, -0.2, 0.1], [-0.2, 0.0, -0.2], [-0.1, 0.0, -0.2], [-0.1, 0.2, 0.2], [0.1, 0.3, -0.2], [0.5, 0.2, 0.0], [0.1, 0.4, 0.5], [0.2, -0.1, -0.1], [0.0, -0.1, -0.2], [-0.2, 0.0, -0.1], [0.0, 0.1, 0.1], [0.1, -0.2, -0.1], [0.0, -0.2, -0.1], [-0.4, -0.1, 0.0], [-0.2, 0.0, 0.1]],
  "nbo_charge": [-0.866, -0.244, -0.733, 0.158, 0.177, 0.158, 0.484, -0.103, -0.082, -0.734, -0.752, 0.176, 0.167, 0.158, 0.165, 0.484, 0.495, -0.093, -0.085, -0.736, -0.739, 0.157, 0.163, 0.177, 0.153, 0.477, 0.503, -0.093, -0.091, -0.717, -0.763, 0.159, 0.178, 0.195, 0.152, 0.454, 0.511, -0.092, -0.092, -0.748, -0.758, 0.164, 0.170, 0.168, 0.163, 0.494, 0.486, -0.092, -0.098, -0.760, -0.734, 0.171, 0.168, 0.185, 0.165, 0.500, 0.474],
  "lumo_energy_ev": 3.18,
  "de_lowest_ev": 0.000,
  "multiplicity": 1,
  "charge": -1
}

No. 6
{
  "formula": "C7H12N2S",
  "method": "ωB97M-V/def2-TZVPD",
  "symbols": ["C", "C", "C", "C", "C", "C", "C", "N", "N", "S", "H", "H", "H", "H", "H", "H", "H", "H", "H", "H", "H", "H"],
  "coordinates": [[1.6589, -1.4534, 0.4092], [-0.7455, 1.6168, -1.6885], [0.6312, 2.0940, -1.0361], [-0.9047, 0.2927, -0.9603], [0.5043, 1.5241, 0.3662], [-0.2188, -1.8015, 2.0575], [0.3373, -1.6771, 0.7142], [2.7326, -1.1555, 0.1453], [-0.3633, 0.3427, 0.3700], [-0.3294, -2.6949, -0.5543], [-1.6157, 2.2409, -1.5887], [-0.5220, 1.4179, -2.7804], [1.4792, 1.5242, -1.4228], [0.8162, 3.2286, -0.9425], [-1.9485, 0.0591, -0.9590], [-0.3520, -0.4506, -1.4991], [1.4539, 1.4054, 0.6649], [0.1393, 2.1649, 1.2008], [-0.3117, -2.8140, 2.3691], [-1.2694, -1.4533, 2.0456], [0.3803, -1.3163, 2.9659], [-1.5522, -3.0946, 0.1230]],
  "forces_ev_per_angstrom": [[1.2, 0.6, 0.4], [3.0, -0.3, -1.1], [-1.7, 1.4, 0.7], [-0.4, 0.4, -0.3], [-2.5, 0.4, 0.5], [0.0, 1.1, 3.1], [-2.0, 1.7, -1.1], [1.1, 0.2, -0.3], [0.1, -0.8, 0.5], [-1.9, -1.0, 1.0], [0.0, 0.6, 0.2], [-0.7, 0.3, 1.1], [-0.1, 0.5, -0.7], [-0.2, -1.8, -0.7], [-0.7, -0.7, 0.1], [0.1, -0.7, -0.8], [3.7, -1.4, 1.5], [-0.4, 0.2, -0.8], [0.2, -1.2, 0.1], [0.7, 0.3, 0.1], [-1.2, -0.5, -2.4], [1.9, 0.8, -1.0]],
  "nbo_charge": [0.209, -0.412, -0.420, -0.283, -0.280, -0.645, -0.146, -0.297, -0.364, 0.106, 0.210, 0.212, 0.214, 0.223, 0.195, 0.197, 0.211, 0.202, 0.223, 0.249, 0.245, 0.151],
  "lumo_energy_ev": [-0.29, -0.13],
  "de_lowest_ev": 4.421,
  "multiplicity": 1,
  "charge": 0
}